Here is a molecular structure, C20H19F6N2O7P3ScTe at a distorted geometry from OMol25. Energies are from ωB97M-V/def2-TZVPD.

Geometry (Å):
Sc 0.63781 -0.40548 -0.76636
O -3.69709 0.14297 -1.27199
P -2.21801 0.73725 -1.31984
O -2.20967 2.15460 -0.89246
O -1.32239 -0.17320 -0.51094
O -1.88318 0.59017 -2.89028
P -0.30297 0.29332 -3.15100
O -0.18881 0.51782 -4.70919
O 0.51118 1.22962 -2.32003
O -0.02025 -1.12847 -2.76561
H -4.30827 0.78566 -1.62985
H -0.64704 -0.18884 -5.16526
C 3.20270 -2.95018 -5.26086
C 2.45940 -3.45045 -4.19999
C 2.29744 -2.70416 -3.04794
C 2.87222 -1.43192 -2.95495
C 3.62967 -0.93602 -4.02193
C 3.79803 -1.69880 -5.15930
N 2.64390 -0.66630 -1.81531
N 3.50397 0.22718 -1.57924
C 3.30632 1.09077 -0.54996
C 4.42328 1.87734 -0.21132
C 4.33704 2.81639 0.78837
C 3.12070 3.00362 1.42698
C 2.00766 2.24611 1.07399
C 2.05066 1.23099 0.12181
H 3.32571 -3.53665 -6.16084
H 1.98959 -4.42027 -4.27970
H 1.74270 -3.09823 -2.20536
H 4.06220 0.04994 -3.93315
H 4.37679 -1.30047 -5.97924
H 5.34834 1.71292 -0.74089
H 5.19148 3.41726 1.06169
H 3.02768 3.74654 2.20580
H 1.07828 2.47797 1.59209
C -1.92810 1.95354 3.72268
Te -1.47640 1.54305 1.58961
C -2.92401 -0.00625 1.98202
C -3.78238 0.41945 3.13749
C -5.03119 -0.14045 3.36882
C -5.81738 0.31829 4.41335
C -5.35862 1.33795 5.22986
C -4.10425 1.88567 5.01882
C -3.30440 1.42518 3.98207
H -1.85008 3.01391 3.95473
H -1.20701 1.42450 4.34870
H -2.34114 -0.90559 2.21670
H -3.49868 -0.19807 1.07750
H -5.39325 -0.92638 2.72197
H -6.79144 -0.11587 4.58271
H -5.98018 1.70990 6.03011
H -3.74440 2.67880 5.65829
F 0.24490 -2.44943 -0.32324
P 0.92118 -2.60177 1.22952
F 0.44332 -0.97491 1.43590
F -0.49524 -3.04778 1.78091
F 1.39045 -4.06458 0.87245
F 1.59764 -2.57882 2.65356
F 2.28359 -1.95935 0.53752

Atomic forces in eV per Å
Sc 2.2840 0.3237 -0.0804
O 0.4856 -0.5217 0.2829
P -1.4324 0.6657 -1.2826
O -0.1293 0.1848 0.3486
O -1.0832 -0.1188 0.1761
O 0.3179 -0.0249 0.5688
P 0.0972 -0.2023 -1.4744
O 0.1383 0.4696 0.3907
O -0.1821 0.0051 0.1942
O -0.2707 0.0155 0.4172
H -0.4238 0.2790 -0.1166
H -0.0933 -0.3077 -0.4213
C 0.0634 0.0379 0.0559
C 0.0317 0.0180 -0.0667
C 0.2056 0.3502 0.2754
C 0.5482 -0.8958 -1.2626
C -0.2058 -0.0073 0.4027
C -0.0844 -0.0860 -0.1107
N 0.2230 1.5767 1.0135
N 0.3225 -1.8155 -1.4019
C -0.8018 1.3745 1.8632
C -0.2264 -0.3998 -0.3623
C -0.0627 0.1369 0.1820
C -0.1609 -0.0216 -0.0834
C 0.0708 -0.1583 0.0418
C 0.0947 -0.5292 -0.5885
H -0.0123 -0.0163 -0.0377
H 0.0257 -0.0756 0.0394
H -0.0560 0.0329 -0.1000
H -0.0029 0.0161 -0.0540
H 0.0516 -0.0100 -0.0916
H 0.1184 -0.0046 -0.1434
H 0.0937 -0.0056 0.0084
H 0.0201 0.1317 0.0587
H 0.1671 -0.0542 0.0282
C 0.0768 0.2269 -0.3810
Te -0.5200 0.0363 2.0082
C 0.0661 -0.1034 -0.1609
C 0.1197 0.3827 0.1325
C 0.0362 0.0151 -0.0666
C 0.0130 -0.0699 -0.0210
C 0.0102 0.0135 0.0395
C 0.0810 0.0050 -0.0139
C -0.2644 -0.2637 -0.3195
H 0.0926 0.0496 -0.1307
H 0.2639 -0.0548 -0.2271
H 0.1087 0.1444 -0.1728
H 0.0854 -0.0024 0.0365
H -0.0485 -0.0640 -0.0743
H -0.0714 -0.0205 0.0019
H -0.0402 0.0312 0.0779
H 0.0262 0.0749 0.0708
F -0.0217 -0.2827 0.4084
P 0.9913 0.0468 0.1387
F -0.0646 -0.3848 -0.2618
F 0.1845 -0.0146 -0.0932
F -0.2349 0.1841 0.1496
F -0.2241 -0.0825 -0.1358
F -0.7969 -0.2304 0.3247

- E_LUMO (alpha / beta): -0.630 / -2.860 eV
- Charge: 0
- Molecular weight: 778.8 g/mol
- Multiplicity: 2
- Frontier orbital gap (alpha / beta): 0.27989 / 0.19791 Eh
- Energy relative to the best compared isomer or geometry (same formula, charge and spin): 0.17 kJ/mol
- ⟨S²⟩: 0.754
- HOMO level (alpha / beta): -8.2 / -8.2 eV